Record 1
DFT (ωB97M-V/def2-TZVPD) results for a molecular structure, C31H38AsClN6O3RuS2SeSi.

Structure (XYZ):
```
85
C31H38AsClN6O3RuS2SeSi (ωB97M-V/def2-TZVPD)
Ru -0.94 -0.42 -0.55
C -5.84 0.92 0.52
N -5.44 -0.23 -0.27
C -6.28 -1.10 -0.94
C -5.52 -2.01 -1.56
N -4.17 -1.71 -1.26
C -4.15 -0.60 -0.45
S -2.90 0.22 0.30
C -3.08 -2.47 -1.76
C -3.38 -3.57 -2.57
C -2.36 -4.37 -3.03
C -1.06 -4.07 -2.68
C -0.85 -2.96 -1.90
N -1.83 -2.15 -1.45
H -6.92 1.00 0.48
H -5.38 1.82 0.12
H -5.52 0.79 1.56
H -7.35 -1.00 -0.91
H -5.83 -2.84 -2.15
H -4.39 -3.80 -2.84
H -2.59 -5.22 -3.66
H -0.22 -4.68 -3.00
H 0.14 -2.67 -1.59
C -0.58 1.00 3.44
As 0.30 -0.62 2.90
C 2.12 -0.29 2.44
C 0.36 -1.70 4.48
S -0.72 -1.76 1.43
H 0.09 1.52 4.12
H -1.49 0.72 3.95
H -0.79 1.61 2.57
H 2.64 0.15 3.28
H 2.15 0.36 1.57
H 2.54 -1.26 2.19
H 1.03 -1.25 5.21
H 0.73 -2.69 4.21
H -0.64 -1.79 4.89
Se 2.25 2.31 -3.04
N 0.95 3.09 -3.96
C -0.21 2.43 -3.73
C -1.45 2.73 -4.28
C -2.53 1.94 -3.92
C -2.38 0.91 -3.01
N -1.19 0.60 -2.45
C -0.17 1.33 -2.85
N 1.09 1.07 -2.37
H -1.54 3.56 -4.97
H -3.52 2.13 -4.32
H -3.23 0.32 -2.69
C 2.82 -3.15 -2.97
Si 2.80 -2.62 -1.18
C 4.53 -2.20 -0.65
C 2.08 -3.94 -0.08
C 1.78 -1.05 -1.13
C 1.40 -0.03 -1.68
H 3.50 -3.99 -3.12
H 3.16 -2.33 -3.60
H 1.83 -3.44 -3.32
H 5.20 -2.99 -0.99
H 4.64 -2.11 0.43
H 4.87 -1.26 -1.10
H 2.74 -4.82 -0.10
H 1.10 -4.27 -0.41
H 1.99 -3.61 0.95
C 1.67 4.25 4.28
C 2.59 3.51 3.35
C 3.85 3.10 3.75
C 4.72 2.49 2.85
Cl 6.29 1.98 3.39
C 4.35 2.29 1.54
C 3.07 2.67 1.13
C 2.19 3.26 2.02
O 0.93 3.70 1.72
C 0.44 3.66 0.39
C -0.44 2.46 0.04
O -1.48 2.69 -0.54
O 0.03 1.28 0.33
H 2.12 4.35 5.26
H 0.71 3.75 4.39
H 1.45 5.24 3.89
H 4.17 3.28 4.77
H 5.04 1.83 0.85
H 2.78 2.46 0.11
H 1.26 3.74 -0.33
H -0.18 4.54 0.27
```

E_HOMO (alpha / beta)   -0.35025 / -0.36484 Eh
2S+1   2
⟨S²⟩   0.778
E_LUMO (alpha / beta)   -2.4 / -3.6 eV
Kohn-Sham gap (alpha / beta)   7.0925 / 6.2982 eV
Energy relative to the best compared isomer or geometry (same formula, charge and spin)   14.50 kcal/mol
Total charge   +1

---

Record 2
DFT (ωB97M-V/def2-TZVPD) results for C4H3N3O in the gas phase.

Structure (XYZ):
```
11
C4H3N3O (ωB97M-V/def2-TZVPD)
O 0.57 -2.28 0.37
C 0.02 -1.24 0.15
C 0.11 -0.45 -1.07
C 0.24 0.90 -1.09
N 0.66 1.80 -0.11
N 0.51 1.55 1.13
N -0.39 0.66 1.59
C -0.69 -0.49 1.23
H 0.22 -0.87 -2.09
H 0.14 1.43 -2.03
H -1.38 -1.01 1.90
```

E_HOMO   -0.36796 Eh
E_LUMO   -1.1 eV
SMILES string   O=c1ccnnnc1
Kohn-Sham gap   8.8760 eV
Energy relative to the best compared isomer or geometry (same formula, charge and spin)   80.78 kcal/mol
Total charge   0

---

Record 3
DFT (ωB97M-V/def2-TZVPD) results for a molecular structure, C4H7N2.

Structure (XYZ):
```
13
C4H7N2 (ωB97M-V/def2-TZVPD)
C 0.99 -0.84 -0.90
C 0.03 2.10 -0.12
C -0.39 -0.50 -0.37
C -0.70 -1.02 1.03
N 1.51 0.32 -1.01
N 0.30 0.88 -0.44
H 1.54 -1.76 -1.26
H 0.86 2.84 -0.08
H -0.83 2.22 0.45
H -1.14 -0.63 -1.24
H -1.67 -0.63 1.47
H 0.26 -0.83 1.67
H -0.76 -2.16 0.80
```

E_HOMO   -0.60379 Eh
E_LUMO   -5.4 eV
Kohn-Sham gap   11.0756 eV
Energy relative to the best compared isomer or geometry (same formula, charge and spin)   99.03 kcal/mol
Total charge   +1

---

Record 4
DFT (ωB97M-V/def2-TZVPD) results for 2 unconnected molecules or ions with the total composition C3H3Cl2NO2.

Structure (XYZ):
```
11
C3H3Cl2NO2 (ωB97M-V/def2-TZVPD)
C 0.15 0.87 -0.12
C 1.37 0.39 -0.14
C 2.67 0.35 -0.03
Cl 3.43 -1.21 -0.24
Cl 3.80 1.73 0.22
H -0.39 0.68 0.73
H -0.49 1.11 -0.97
O 1.73 -3.83 0.43
N 1.31 -2.75 0.49
O 0.27 -2.43 -0.65
H -0.46 -2.15 -0.28
```

E_HOMO   -0.35547 Eh
E_LUMO   -0.5 eV
SMILES string   C=C=C(Cl)Cl.O=NO
Kohn-Sham gap   9.2129 eV
Energy relative to the best compared isomer or geometry (same formula, charge and spin)   123.70 kcal/mol
Total charge   0

---

Record 5
DFT (ωB97M-V/def2-TZVPD) results for a molecular structure, C10H4AsCaCl3F9NO4S.

Structure (XYZ):
```
34
C10H4AsCaCl3F9NO4S (ωB97M-V/def2-TZVPD)
Ca -0.99 0.44 -0.66
Cl 3.00 -1.71 -3.13
C 2.74 -1.86 -1.45
C 3.57 -2.65 -0.69
C 3.35 -2.78 0.67
Cl 4.43 -3.77 1.58
C 2.26 -2.13 1.35
C 1.98 -2.28 2.72
C 0.88 -1.64 3.24
C 0.09 -0.85 2.41
N 0.36 -0.68 1.13
C 1.41 -1.31 0.61
C 1.64 -1.11 -0.86
O 0.94 -0.37 -1.53
H 4.39 -3.18 -1.15
H 2.61 -2.90 3.34
H 0.63 -1.73 4.29
H -0.79 -0.33 2.78
Cl -1.79 -2.18 -0.40
F -4.38 2.89 -2.24
C -3.46 2.18 -2.88
F -2.30 2.86 -2.84
F -3.83 2.06 -4.17
S -3.27 0.51 -2.14
O -4.43 -0.18 -2.61
O -3.18 0.80 -0.70
O -1.95 0.08 -2.65
F 0.00 2.38 -0.63
As -0.57 3.19 0.89
F 0.32 4.57 0.43
F 0.81 2.50 1.64
F -1.10 3.88 2.35
F -1.40 1.65 1.29
F -1.96 3.67 0.03
```

E_HOMO (alpha / beta)   -0.20495 / -0.20494 Eh
2S+1   2
⟨S²⟩   0.789
E_LUMO (alpha / beta)   1.4 / -0.7 eV
Kohn-Sham gap (alpha / beta)   7.0011 / 4.9134 eV
Energy relative to the best compared isomer or geometry (same formula, charge and spin)   3.18 kcal/mol
Total charge   -1

---

Record 6
DFT (ωB97M-V/def2-TZVPD) results for 10 unconnected molecules or ions with the total composition C18H39BF4N5O4.

Structure (XYZ):
```
71
C18H39BF4N5O4 (ωB97M-V/def2-TZVPD)
B -0.08 -0.20 0.36
F -1.09 0.09 1.18
F 0.64 -1.23 0.97
F -0.44 -0.28 -0.92
F 0.74 0.96 0.48
C -4.14 -0.11 2.64
C -4.25 -0.31 4.12
N -4.27 -0.51 5.27
H -3.41 -0.84 2.39
H -5.18 -0.42 2.45
H -3.91 0.96 2.45
C -2.35 -3.11 -0.14
C -1.73 -4.00 -1.25
N -1.24 -4.62 -2.13
H -2.91 -2.44 -0.89
H -2.89 -3.86 0.46
H -1.56 -2.66 0.43
C 0.96 1.90 -3.85
C 2.29 2.36 -4.51
N 3.18 2.62 -5.09
H 0.39 2.83 -3.78
H 0.22 1.50 -4.59
H 1.17 1.35 -2.85
C 4.06 1.80 -1.20
C 5.10 2.25 -0.29
N 5.96 2.65 0.41
H 3.19 1.62 -0.73
H 3.84 2.54 -1.88
H 4.43 0.92 -1.94
C 1.70 -3.21 -2.29
C 2.85 -2.26 -2.58
N 3.78 -1.51 -2.84
H 1.44 -2.88 -1.31
H 0.92 -3.11 -3.07
H 1.95 -4.21 -2.03
C 5.11 -1.07 2.14
C 3.90 -0.97 1.17
O 3.18 0.13 1.66
H 5.58 -0.12 2.63
H 5.67 -1.81 2.03
H 4.62 -1.58 3.04
H 3.26 -1.86 1.22
H 4.14 -0.80 0.21
H 2.24 0.12 1.36
C -3.60 0.99 -4.38
C -2.95 0.62 -3.08
O -1.62 0.18 -3.38
H -3.28 1.98 -4.93
H -4.54 1.12 -4.07
H -3.59 0.06 -5.04
H -3.70 -0.20 -2.56
H -2.72 1.38 -2.53
H -1.34 -0.27 -2.48
C -1.28 -2.99 4.16
C -0.52 -1.68 3.91
O 0.83 -1.95 3.43
H -1.15 -3.63 3.28
H -2.24 -2.83 4.36
H -1.05 -3.40 5.25
H -0.38 -1.40 4.85
H -1.20 -0.97 3.31
H 0.68 -1.89 2.50
C -1.79 5.28 0.90
C -1.19 3.81 0.92
O -2.14 2.84 1.12
H -2.10 5.55 1.84
H -2.47 5.37 0.02
H -0.93 6.06 0.81
H -0.41 3.61 1.75
H -0.66 3.71 -0.01
H -1.68 2.03 1.13
```

E_HOMO   -0.25839 Eh
E_LUMO   2.1 eV
Kohn-Sham gap   9.1582 eV
Energy relative to the best compared isomer or geometry (same formula, charge and spin)   46.30 kcal/mol
Total charge   -1

---

Electronic energy, record by record: -218679.9353; -10710.1478; -7231.4438; -33783.4810; -172263.6083; -46485.7559 eV